The following is a quantum chemistry calculation of a structure of composition CH7NO in a non-equilibrium geometry, from the Open Molecules 2025 dataset.

Last column: Mulliken charge in e.
Cartesian coordinates (Å):
C -0.667110 -0.584364 -1.576830  -0.7177
H 0.128840 2.595372 1.766019  0.3431
H 0.840789 0.780108 1.051464  0.3631
H -0.772231 -1.799937 0.218602  0.2403
H 0.531496 -1.691309 -0.340211  0.2208
H -0.086830 0.090922 -2.272088  0.2758
H -1.123621 -1.487868 -2.194508  0.2742
H -1.669993 -0.173944 -1.396930  0.2841
N -0.124459 -1.013344 -0.200128  -0.5506
O 0.878177 1.535780 1.753690  -0.7333

Atoms 1-2, force components in eV/Å:
-2.323 -2.225 -0.353
3.258 -5.730 -1.045

## Properties
HOMO level, eV: -10.166
LUMO level, eV: 0.7
Strongest force on any atom, Eh/bohr: 0.130
Net charge: 0
ΔE to the lowest compared entry with this formula, charge and spin, kcal/mol: 68.06